{"formula": "C26H20F4NO8S5", "method": "ωB97M-V/def2-TZVPD", "symbols": ["C", "F", "H", "C", "C", "H", "O", "H", "C", "C", "C", "H", "C", "O", "H", "F", "H", "C", "S", "C", "H", "H", "S", "O", "H", "C", "C", "H", "C", "F", "C", "N", "C", "C", "H", "F", "C", "C", "C", "O", "C", "H", "C", "C", "C", "H", "O", "H", "O", "H", "H", "H", "C", "C", "O", "S", "C", "C", "S", "O", "S", "H", "H", "H"], "coordinates": [[-0.3117, 3.4254, -3.2735], [0.0591, -0.0370, 2.9774], [-2.7544, 0.9197, 4.6287], [1.3399, -1.4160, -3.0525], [2.5982, -3.4979, -1.6899], [-0.6652, 2.9181, -4.1678], [1.5651, -1.4943, 0.7963], [0.8503, 5.1872, 0.0069], [0.0943, -3.4334, 1.4397], [-3.1807, 3.9179, 3.0331], [-3.4887, 3.4445, 1.7537], [1.8917, -5.2927, 3.6298], [3.1187, 1.8446, 0.7021], [-2.4194, -1.2803, 3.2405], [-2.7481, 3.3729, 5.0892], [3.1689, 3.1855, 0.3026], [0.4182, 2.7591, -0.0100], [-0.5804, -4.4284, 0.7368], [0.1190, -1.7069, 0.7885], [-0.2511, 2.7433, -2.0626], [3.0855, -4.2996, -1.1341], [0.7783, -7.1240, 2.3362], [0.6780, -0.0448, -3.9915], [-3.1503, -0.8301, 0.8577], [3.5327, -1.9345, -0.5313], [0.5459, 4.7142, -0.9248], [0.5735, -6.0803, 2.0919], [0.7760, 6.4695, -2.1501], [0.4923, 5.4187, -2.1292], [3.6582, 1.1111, -0.3639], [2.8268, -2.1719, -1.3213], [-0.7771, 0.3683, -3.3431], [-2.9248, 1.6404, 3.8312], [0.9624, -3.7256, 2.4893], [-3.7444, 4.1288, 0.9431], [4.0159, 1.7018, 1.7529], [1.2041, -5.0606, 2.8151], [1.0826, -2.7434, -3.4245], [1.7199, -3.7773, -2.7410], [-0.7624, 1.2071, 1.2160], [2.2077, -1.1367, -2.0048], [0.3903, -2.9437, -4.2419], [-2.9422, 3.0175, 4.0772], [0.0934, 4.7655, -3.3018], [0.2210, 3.3629, -0.9134], [-1.2704, -4.1440, -0.0531], [1.6490, 1.0164, -3.7993], [1.4425, -2.9073, 3.0208], [-0.5587, -1.7518, -0.5039], [-0.8284, -6.5576, 0.5044], [-3.6426, 1.6936, 0.4911], [1.5201, -4.8136, -3.0231], [-3.0758, 1.2058, 2.5159], [-0.3248, -5.7686, 1.0648], [-2.2477, 1.1473, -1.4614], [1.5649, 1.3615, 1.1681], [-0.5876, 0.0872, 1.7415], [-3.4333, 2.0776, 1.4863], [-0.8630, 1.0225, -1.9157], [0.3795, -0.5619, -5.3057], [-2.4581, -0.4476, 2.0602], [-3.1257, 4.9914, 3.2162], [2.3971, -0.1069, -1.7183], [0.0960, 5.2917, -4.2521]], "nbo_charge": [-0.168, -0.378, 0.239, -0.333, -0.234, 0.236, -0.970, 0.214, -0.152, -0.206, -0.210, 0.211, 0.713, -0.948, 0.210, -0.356, 0.259, -0.221, 1.892, -0.249, 0.208, 0.209, 2.284, -0.910, 0.218, -0.151, -0.210, 0.210, -0.213, -0.355, -0.099, -1.067, -0.225, -0.217, 0.214, -0.336, -0.211, -0.182, -0.227, -0.676, -0.206, 0.232, -0.224, -0.221, -0.215, 0.252, -0.949, 0.242, -0.954, 0.213, 0.261, 0.207, -0.215, -0.219, -0.820, 0.100, 0.404, -0.201, 1.731, -0.935, 2.027, 0.208, 0.254, 0.215], "charge": -1, "energy_ha": -4049.634749, "relative_energy_ev": 0.018, "molar_mass_g_mol": 710.8}

---

{"formula": "C6H8O3", "method": "ωB97M-V/def2-TZVPD", "symbols": ["C", "H", "H", "H", "O", "C", "C", "H", "H", "H", "O", "H", "C", "O", "C", "C", "H"], "coordinates": [[-0.7224, -0.1959, 0.0629], [-2.5949, 0.6466, 0.6992], [-1.8816, -0.5165, 1.8343], [-1.3377, 1.1398, -1.6302], [2.4644, 0.8796, 1.1054], [-2.0360, -0.2907, 0.7768], [1.8122, 0.4609, 0.1788], [0.6401, -1.8085, -0.5701], [0.0734, 1.8895, 0.5466], [3.3303, 0.3028, -0.8981], [0.4700, -1.7582, 1.5047], [0.0566, 0.0358, -2.0377], [-0.5309, 0.5142, -1.2585], [2.3742, 0.1376, -1.0117], [0.1563, 0.9698, -0.0153], [0.3612, -1.3120, 0.3724], [-2.6353, -1.0948, 0.3404]], "nbo_charge": [-0.161, 0.215, 0.236, 0.237, -0.568, -0.603, 0.760, 0.151, 0.253, 0.500, -0.499, 0.233, -0.427, -0.699, -0.249, 0.407, 0.217], "energy_ha": -459.062716, "relative_energy_ev": 2.380, "molar_mass_g_mol": 128.1}

---

{"formula": "C30H36N2O4", "method": "ωB97M-V/def2-TZVPD", "symbols": ["C", "H", "H", "H", "C", "C", "H", "H", "C", "N", "H", "H", "O", "H", "C", "C", "C", "H", "H", "C", "H", "O", "C", "H", "C", "C", "C", "H", "C", "H", "H", "C", "H", "H", "C", "C", "H", "H", "H", "H", "C", "C", "H", "H", "O", "H", "C", "O", "H", "H", "C", "C", "H", "C", "H", "H", "H", "C", "C", "H", "H", "H", "H", "N", "H", "C", "C", "H", "C", "C", "C", "C"], "coordinates": [[-1.3125, -0.4976, 0.6002], [-2.8092, -4.2552, 2.1053], [-0.0467, 1.1862, 0.4016], [5.2387, 0.9582, -0.2183], [1.2217, -0.5105, 0.3238], [2.3856, 0.2885, 0.4913], [-5.7831, -3.6502, 1.8844], [-5.5519, 4.8897, -1.3449], [5.0173, 0.2704, 0.6054], [-5.1302, -2.0853, 0.6631], [2.0305, -4.5095, 0.3619], [-5.3358, 0.9397, 1.1909], [-1.3955, 4.4211, 0.4673], [2.7378, -4.2386, -1.2065], [-6.0419, -0.9641, 0.3515], [2.6175, -2.4967, 0.0119], [-1.4699, -1.8750, 0.9303], [3.4714, 3.4889, 0.2461], [0.5258, -2.4877, -0.2449], [-3.8154, -1.6635, 0.7174], [6.4396, -1.1624, 1.5271], [1.3855, 4.2035, 0.6395], [1.3292, 4.2041, -0.5865], [-6.3442, -3.7256, 0.2245], [5.3939, -3.5059, 0.0507], [-4.6347, 4.6495, -1.8851], [-5.1120, 0.2804, 0.3447], [6.2742, -3.7331, 0.6591], [-2.7043, -2.4802, 0.9339], [4.1480, -4.5359, 1.4787], [3.5447, 5.2310, -0.0340], [-2.9180, -3.9620, 1.0558], [5.6955, -3.6263, -0.9939], [-4.5022, -5.4522, 0.8416], [-4.2888, -4.4309, 0.5009], [-5.4714, -3.5059, 0.8460], [-2.3866, 1.3457, 0.1916], [-6.5007, -1.1546, -0.6232], [4.9623, 4.8027, -2.1074], [2.2913, 1.3402, 0.6981], [5.9549, -0.9676, 0.5662], [0.1038, 4.2408, -1.3046], [-3.3193, 5.6065, -0.4399], [0.1676, 4.2128, -2.3742], [-2.2234, 4.4290, -1.6491], [5.7589, 4.2098, -0.6459], [3.7263, -1.6771, 0.2234], [2.4623, 4.1751, -1.3623], [-4.7639, 3.6757, -2.3590], [-4.2096, -4.5076, -0.5892], [4.2204, -4.4444, 0.3892], [-0.0452, 0.1104, 0.4420], [4.4390, -5.4595, 0.0324], [2.8430, -3.9741, -0.1490], [4.9491, 3.0853, -1.7432], [-3.5046, 3.8668, -0.1946], [-5.2044, 0.8788, -0.5702], [3.5949, 4.2532, -0.5346], [-3.4314, 4.6473, -0.9660], [6.7208, -0.9069, -0.2123], [-2.0994, -4.4730, 0.5285], [-6.8274, -0.9158, 1.1113], [-0.6169, -2.4590, 1.2266], [5.0446, -2.0922, 0.2668], [5.1035, 0.8382, 1.5405], [3.6246, -0.2917, 0.4373], [4.8919, 4.0781, -1.2953], [-4.5082, 5.3826, -2.6827], [-2.4770, 0.2995, 0.4241], [1.3807, -1.8959, 0.0270], [-1.1949, 4.3639, -0.7420], [-3.7164, -0.2794, 0.4991]], "lowdin_charge": [-0.175, 0.121, 0.131, 0.113, -0.173, 0.071, 0.122, 0.069, -0.069, -0.053, 0.118, 0.125, 0.010, 0.122, -0.099, -0.140, 0.035, 0.098, 0.111, -0.113, 0.119, 0.007, -0.558, 0.122, -0.129, -0.078, -0.071, 0.122, -0.140, 0.115, 0.128, -0.127, 0.122, 0.114, -0.150, -0.128, 0.129, 0.120, 0.073, 0.124, -0.098, -0.004, 0.126, 0.076, -0.037, 0.071, -0.111, -0.035, 0.063, 0.116, -0.150, 0.116, 0.114, -0.127, 0.059, 0.105, 0.122, -0.290, -0.293, 0.121, 0.119, 0.120, 0.112, -0.053, 0.128, -0.124, -0.078, 0.072, 0.072, 0.035, -0.560, -0.127], "energy_ha": -1575.177319, "relative_energy_ev": 0.123, "molar_mass_g_mol": 488.6}